Density functional theory data (ωB97M-V with the def2-TZVPD basis set) for 2 unconnected molecules or ions with the total composition C3H9NO3 at a distorted geometry.

Geometry (Å):
O (-0.6528, 1.9005, 0.4323)
C (-0.5788, 1.0751, 1.3090)
C (-0.2777, -0.4175, 1.0914)
C (0.7181, -0.8082, -0.0410)
O (0.6993, -0.0484, -1.1927)
N (0.0488, -0.9597, 2.4018)
H (-0.7895, 1.4023, 2.3401)
H (-1.2543, -0.8248, 0.8034)
H (0.3924, -1.8184, -0.2911)
H (1.7119, -0.8782, 0.4236)
H (0.5427, 0.9038, -1.0243)
H (-0.2049, -1.9379, 2.5178)
H (1.0598, -0.9550, 2.5152)
H (-0.2736, 0.5458, -4.2775)
H (-0.5233, 1.4224, -3.0364)
O (-0.6182, 1.3984, -3.9715)

Calculated values
highest occupied orbital energy	-9.899	eV
relative energy (zero: lowest compared OMol25 entry of this formula, charge and spin)	192.97	kJ/mol
HOMO-LUMO gap	10.358	eV
SMILES	N[C@@H](C=O)CO.O
electronic energy	-10888.5814	eV

Density functional theory data (ωB97M-V with the def2-TZVPD basis set) for 2 unconnected molecules or ions with the total composition C3H9NO3 at a distorted geometry.

Geometry (Å):
C (0.5352, 0.6321, -0.0966)
C (1.5618, -0.4244, 0.2836)
C (-1.0011, -0.8011, -0.7589)
N (-0.0912, 1.2724, 0.9372)
O (0.8242, 1.3920, -1.1688)
O (0.9068, -1.4240, 0.9873)
O (-2.0999, -0.2799, 0.0149)
H (0.1798, 2.1088, -1.2703)
H (-2.1622, -0.6182, 0.9158)
H (-0.0826, -1.3769, 0.3459)
H (0.1350, 0.8299, 1.8244)
H (-0.9939, 1.6700, 0.6883)
H (2.0487, -0.7691, -0.6417)
H (2.3356, 0.0607, 0.8960)
H (-0.5813, -0.6017, -1.7473)
H (-1.5150, -1.6706, -1.2099)

Calculated values
highest occupied orbital energy	-8.013	eV
relative energy (zero: lowest compared OMol25 entry of this formula, charge and spin)	568.96	kJ/mol
HOMO-LUMO gap	8.404	eV
electronic energy	-10884.6846	eV

Density functional theory data (ωB97M-V with the def2-TZVPD basis set) for 3 unconnected molecules or ions with the total composition C3H9NO3 at a distorted geometry.

Geometry (Å):
O (0.2696, -1.7274, 0.2861)
C (0.9190, -0.8306, -0.1183)
C (1.9270, 0.0236, 0.7626)
N (2.9786, -0.1002, -0.1205)
C (-2.5407, -0.5238, 0.1704)
O (-2.0665, 0.7414, 0.4350)
H (0.7853, -0.4468, -1.1345)
H (2.1181, -0.3758, 1.7650)
H (1.4186, 1.0205, 0.6502)
H (3.9394, 0.0231, 0.2026)
H (-3.6367, -0.5371, 0.1839)
H (-2.1020, -1.2912, 0.8272)
H (-2.1270, -0.8514, -0.8044)
H (-0.4835, 2.1188, -1.6864)
H (-1.1241, 1.2907, -0.4132)
O (-0.2751, 1.4661, -1.0058)

Calculated values
highest occupied orbital energy	-7.725	eV
relative energy (zero: lowest compared OMol25 entry of this formula, charge and spin)	873.94	kJ/mol
HOMO-LUMO gap	3.406	eV
electronic energy	-10881.5237	eV

Density functional theory data (ωB97M-V with the def2-TZVPD basis set) for 2 unconnected molecules or ions with the total composition C3H9NO3 at a distorted geometry.

Geometry (Å):
C (-0.1637, 0.2503, 0.0090)
C (-1.0148, 0.4216, -1.2699)
C (-2.4180, -0.0365, -1.0546)
O (-2.5100, -1.3903, -0.9807)
O (-3.3958, 0.6604, -1.0611)
N (1.1342, 0.8856, -0.0309)
H (-0.1586, -0.8183, 0.2063)
H (-0.7681, 0.6949, 0.8027)
H (-0.6733, -0.1186, -2.1546)
H (-1.1250, 1.5002, -1.4364)
H (-3.3291, -1.5547, -0.4898)
H (0.9950, 1.8840, 0.0641)
H (1.5616, 0.8062, -0.9506)
H (4.4508, -1.6292, 2.6115)
H (3.8303, -0.3395, 3.0330)
O (3.5844, -1.2163, 2.7019)

Calculated values
highest occupied orbital energy	-9.563	eV
relative energy (zero: lowest compared OMol25 entry of this formula, charge and spin)	96.18	kJ/mol
HOMO-LUMO gap	10.392	eV
SMILES	NCCC(=O)O.O
electronic energy	-10889.5847	eV